[1]
{"formula": "C28H36P2PbSi", "method": "ωB97M-V/def2-TZVPD", "symbols": ["C", "C", "C", "H", "C", "C", "H", "H", "H", "H", "Pb", "C", "H", "H", "H", "Si", "C", "C", "H", "C", "H", "C", "H", "C", "H", "C", "H", "C", "C", "H", "C", "H", "C", "H", "C", "H", "C", "H", "H", "H", "C", "P", "C", "C", "C", "C", "C", "C", "C", "P", "C", "C", "H", "H", "H", "H", "H", "H", "H", "H", "H", "H", "H", "H", "H", "H", "H", "H"], "positions_angstrom": [[0.538, 3.015, 3.442], [0.950, 3.308, 2.115], [-0.230, 3.501, 1.327], [1.972, 3.475, 1.784], [-1.358, 3.348, 2.180], [-0.882, 3.049, 3.473], [-1.502, 2.877, 4.366], [1.187, 2.824, 4.296], [-0.256, 3.879, 0.294], [-2.402, 3.492, 1.902], [-0.099, 0.807, 0.723], [-0.735, -0.355, -1.862], [-1.500, 0.454, -1.911], [-0.962, -1.127, -1.096], [0.285, -0.021, -1.930], [-0.723, -0.940, -3.761], [0.963, -0.721, -4.510], [1.671, 0.476, -4.397], [1.208, 1.378, -3.961], [3.016, 0.579, -4.824], [3.572, 1.522, -4.706], [3.634, -0.551, -5.388], [4.689, -0.486, -5.701], [2.919, -1.757, -5.551], [3.425, -2.613, -6.022], [1.601, -1.832, -5.100], [1.061, -2.777, -5.212], [-1.885, 0.372, -4.503], [-1.517, 1.053, -5.667], [-0.661, 0.715, -6.270], [-2.212, 2.203, -6.092], [-1.924, 2.708, -7.018], [-3.277, 2.679, -5.315], [-3.800, 3.589, -5.622], [-3.717, 1.974, -4.182], [-4.557, 2.351, -3.582], [-3.065, 0.782, -3.839], [-3.452, 0.227, -2.967], [-0.726, -2.124, -2.884], [-1.366, -2.063, -4.671], [2.545, -2.393, 1.718], [1.724, -0.879, 2.266], [3.098, 0.213, 2.721], [1.112, -1.389, 3.919], [2.015, -1.830, 4.919], [1.478, -2.334, 6.118], [0.090, -2.364, 6.326], [-0.780, -1.926, 5.328], [-0.307, -1.395, 4.135], [-1.331, -0.750, 2.787], [-2.562, 0.178, 3.800], [-2.338, -2.173, 2.318], [2.842, -2.262, 0.675], [1.877, -3.256, 1.795], [3.429, -2.569, 2.339], [2.734, 1.059, 3.312], [3.861, -0.334, 3.290], [3.534, 0.576, 1.785], [3.104, -1.812, 4.764], [2.163, -2.657, 6.924], [-0.302, -2.758, 7.271], [-1.841, -1.983, 5.532], [-1.997, 0.727, 4.581], [-3.079, 0.890, 3.135], [-3.306, -0.501, 4.258], [-3.091, -1.802, 1.616], [-1.718, -2.925, 1.823], [-2.830, -2.628, 3.187]], "forces_ev_per_angstrom": [[-0.5, -0.1, -0.3], [-0.4, -0.2, 0.0], [0.2, 0.3, -0.3], [-0.2, -0.1, 0.0], [0.1, -0.3, 0.0], [0.3, -0.2, 0.3], [0.4, 0.2, -0.6], [-0.2, 0.1, -0.2], [0.0, -0.2, 0.6], [0.3, 0.0, 0.0], [0.0, 1.2, 0.1], [-1.4, 2.0, 1.6], [0.7, 0.0, 0.7], [0.2, 0.4, -1.1], [0.7, 0.3, 0.4], [-1.8, -2.9, -1.5], [0.7, -0.1, 0.2], [0.9, 0.4, -0.1], [0.1, -0.5, -0.2], [-0.3, -0.6, -0.1], [-0.3, -0.5, -0.1], [0.0, 0.2, 0.1], [-0.6, -0.1, 0.1], [0.3, 0.6, 0.2], [-0.4, 0.4, 0.3], [0.3, 0.0, -0.1], [0.0, 0.4, 0.1], [-0.3, 0.8, 0.7], [-0.1, 0.6, -0.4], [-0.3, 0.1, 0.4], [-0.3, -0.6, 0.5], [-0.1, -0.1, 0.4], [-0.1, 0.0, -0.1], [0.2, -0.2, 0.1], [0.2, -0.3, -0.6], [0.3, -0.2, -0.4], [0.1, 0.7, 0.3], [0.4, 0.2, -0.4], [0.8, -1.7, 0.2], [0.2, 0.6, -0.8], [0.4, -0.2, -0.2], [-0.1, 0.0, 0.7], [0.4, 0.0, -0.1], [-0.5, -0.1, 0.5], [-1.1, -0.2, 0.0], [0.4, 0.4, 0.1], [0.5, -0.2, -0.2], [-0.1, 0.1, 0.5], [2.4, -0.5, -0.2], [-1.1, 0.1, 1.2], [0.0, 0.3, -0.1], [-0.1, -0.4, -0.3], [0.1, -0.2, 0.1], [0.0, 0.2, -0.1], [-0.1, -0.1, -0.1], [0.0, -0.1, -0.2], [-0.1, 0.2, -0.2], [0.1, 0.1, 0.2], [-0.6, 0.0, 0.1], [-0.5, 0.1, -0.6], [0.1, 0.2, -0.5], [-0.1, 0.1, -0.1], [-0.6, -0.2, -0.5], [0.1, -0.1, 0.4], [0.4, 0.3, -0.2], [0.0, -0.2, 0.0], [-0.2, 0.0, 0.0], [0.1, 0.1, -0.2]], "lowdin_charge": [-0.18, -0.26, -0.37, 0.08, -0.22, -0.19, 0.08, 0.08, 0.09, 0.09, 1.21, -0.37, -0.01, -0.01, -0.04, 0.40, -0.31, -0.12, 0.11, -0.10, 0.10, -0.11, 0.10, -0.10, 0.10, -0.11, 0.10, -0.29, -0.11, 0.10, -0.09, 0.10, -0.12, 0.09, -0.10, 0.10, -0.13, 0.10, -0.05, -0.03, -0.26, 0.74, -0.27, -0.37, -0.07, -0.07, -0.07, -0.09, -0.38, 0.75, -0.26, -0.27, 0.05, 0.05, 0.05, 0.04, 0.04, 0.05, 0.10, 0.11, 0.11, 0.10, 0.04, 0.04, 0.05, 0.05, 0.05, 0.05], "homo_ev": [-5.442, -5.445], "e_lumo_ev": [-0.782, -0.782], "homo_lumo_gap_ha": [0.17126, 0.17138], "largest_force_ev_per_a": 3.72}

=====

[2]
{"formula": "C28H37AlNO3PS2SiTe", "method": "ωB97M-V/def2-TZVPD", "symbols": ["Al", "C", "C", "S", "C", "C", "S", "H", "H", "H", "H", "H", "H", "C", "Si", "C", "C", "C", "C", "C", "C", "C", "H", "H", "H", "H", "H", "H", "H", "H", "H", "H", "H", "C", "C", "O", "P", "O", "Te", "O", "C", "C", "H", "H", "H", "H", "H", "H", "H", "H", "H", "H", "C", "C", "C", "C", "C", "C", "N", "C", "C", "C", "C", "C", "C", "H", "H", "H", "H", "H", "H", "H", "H", "H", "H"], "positions_angstrom": [[-0.319, -0.213, 0.197], [0.900, 3.600, 2.420], [0.174, 2.614, 1.542], [0.230, 0.939, 2.123], [-0.464, 2.959, 0.409], [-0.519, 4.391, -0.076], [-1.307, 1.790, -0.597], [1.904, 3.237, 2.653], [0.381, 3.728, 3.376], [0.997, 4.574, 1.944], [0.466, 4.709, -0.427], [-0.852, 5.080, 0.705], [-1.206, 4.466, -0.916], [1.987, -3.154, -0.100], [0.777, -2.318, 1.126], [1.862, -2.112, 2.691], [-0.371, -3.786, 1.586], [-0.923, -3.928, 2.863], [-1.759, -4.986, 3.187], [-2.072, -5.947, 2.236], [-1.549, -5.826, 0.957], [-0.717, -4.760, 0.644], [2.374, -4.100, 0.292], [2.829, -2.488, -0.295], [1.511, -3.349, -1.063], [2.274, -3.062, 3.042], [1.305, -1.649, 3.506], [2.694, -1.446, 2.452], [-0.700, -3.185, 3.619], [-2.183, -5.054, 4.184], [-2.732, -6.771, 2.483], [-1.797, -6.561, 0.197], [-0.325, -4.682, -0.363], [4.759, -0.763, -3.972], [4.610, -0.489, -2.491], [3.246, -0.618, -2.148], [2.550, 0.525, -1.249], [1.181, -0.057, -1.008], [2.838, 2.652, -2.241], [3.478, 0.392, 0.060], [3.559, 1.430, 1.033], [5.006, 1.854, 1.162], [5.812, -0.738, -4.255], [4.221, -0.003, -4.536], [4.348, -1.740, -4.221], [4.963, 0.522, -2.254], [5.172, -1.208, -1.888], [3.150, 1.036, 1.960], [2.936, 2.276, 0.723], [5.634, 0.999, 1.417], [5.103, 2.604, 1.949], [5.354, 2.283, 0.223], [-2.730, -1.864, -4.343], [-3.789, -1.715, -3.457], [-3.569, -1.501, -2.108], [-2.266, -1.437, -1.580], [-1.207, -1.589, -2.490], [-1.437, -1.789, -3.838], [-1.994, -1.173, -0.256], [-2.897, -1.529, 0.723], [-3.708, -2.675, 0.645], [-4.555, -3.022, 1.678], [-4.621, -2.258, 2.839], [-3.810, -1.136, 2.936], [-2.971, -0.770, 1.898], [-2.907, -2.023, -5.399], [-4.810, -1.747, -3.825], [-4.413, -1.354, -1.445], [-0.184, -1.543, -2.130], [-0.585, -1.888, -4.502], [-3.640, -3.308, -0.231], [-5.149, -3.924, 1.590], [-5.276, -2.544, 3.653], [-3.833, -0.527, 3.831], [-2.354, 0.116, 1.983]], "forces_ev_per_angstrom": [[0.2, 0.1, 0.1], [-0.1, -0.1, 0.0], [-0.1, -0.1, 0.0], [0.1, 0.2, 0.1], [0.0, 0.0, 0.1], [0.1, -0.1, 0.0], [0.0, 0.0, 0.0], [0.0, 0.0, 0.0], [0.0, 0.0, 0.0], [0.0, 0.1, 0.0], [0.0, 0.1, 0.0], [0.0, 0.0, 0.0], [0.0, 0.0, 0.0], [-0.1, 0.0, 0.0], [0.1, -0.2, 0.1], [0.0, 0.0, -0.1], [0.0, 0.0, 0.0], [0.0, 0.0, 0.0], [0.0, 0.0, 0.0], [-0.1, 0.0, 0.0], [0.0, 0.0, -0.1], [0.0, 0.0, 0.0], [0.0, 0.0, 0.0], [0.0, 0.0, 0.0], [0.0, 0.0, -0.1], [0.0, -0.1, 0.0], [0.0, 0.1, 0.1], [0.0, 0.1, 0.0], [0.0, 0.1, 0.1], [0.0, 0.0, 0.0], [0.0, 0.0, 0.0], [0.0, 0.0, 0.0], [0.0, 0.0, -0.1], [0.1, 0.0, 0.1], [0.3, 0.0, -0.1], [-0.4, 0.1, 0.1], [0.1, -0.4, -0.1], [-0.2, 0.2, 0.1], [-0.1, 0.0, 0.0], [-0.2, -0.2, -0.3], [0.1, 0.3, 0.1], [-0.1, 0.0, 0.0], [0.0, 0.0, 0.0], [0.0, 0.0, 0.0], [0.0, -0.1, 0.0], [0.0, -0.1, 0.0], [0.1, 0.0, 0.0], [0.0, 0.0, 0.1], [0.0, 0.0, 0.1], [0.0, 0.0, 0.0], [0.0, 0.0, 0.0], [0.0, 0.0, 0.0], [0.1, 0.0, 0.0], [0.0, 0.0, 0.0], [-0.1, 0.0, 0.0], [-0.1, -0.1, -0.1], [0.1, 0.0, 0.0], [0.0, 0.0, -0.1], [0.4, 0.1, -0.3], [-0.1, 0.0, 0.2], [0.0, -0.1, 0.0], [0.0, 0.0, 0.0], [0.0, 0.0, 0.0], [0.0, 0.0, 0.0], [0.0, 0.0, 0.1], [0.0, 0.0, 0.0], [0.0, 0.0, 0.0], [0.1, 0.0, 0.0], [-0.1, 0.0, 0.0], [0.0, 0.0, 0.0], [0.0, 0.0, 0.0], [0.0, 0.0, 0.0], [0.0, 0.0, 0.0], [0.0, 0.0, 0.0], [0.0, 0.0, 0.0]], "lowdin_charge": [-0.32, -0.15, -0.74, 0.67, -0.76, -0.16, 0.68, 0.05, 0.06, 0.06, 0.05, 0.06, 0.04, -0.23, 0.59, -0.25, -0.28, -0.11, -0.12, -0.13, -0.12, -0.11, 0.02, 0.00, 0.01, 0.01, 0.00, 0.00, 0.10, 0.09, 0.08, 0.09, 0.09, -0.09, -0.35, -0.29, 0.15, -0.36, 0.34, -0.29, -0.35, -0.08, 0.07, 0.07, 0.07, 0.06, 0.12, 0.09, 0.05, 0.07, 0.07, 0.05, -0.14, -0.12, -0.04, -0.29, -0.03, -0.10, -0.03, -0.29, -0.05, -0.12, -0.14, -0.10, -0.04, 0.08, 0.09, 0.11, 0.08, 0.10, 0.11, 0.09, 0.08, 0.09, 0.05], "homo_ev": -1.059, "total_charge": -2, "e_above_lowest_kcal_mol": 9.12, "e_lumo_ev": 4.049, "homo_lumo_gap_ha": 0.18774, "largest_force_ev_per_a": 0.52}

=====

[3]
{"formula": "C28H37BBrF4N3OPtSb", "method": "ωB97M-V/def2-TZVPD", "symbols": ["Pt", "O", "C", "C", "C", "N", "C", "Br", "C", "H", "H", "H", "H", "C", "C", "C", "C", "C", "C", "C", "C", "N", "C", "C", "C", "C", "N", "C", "C", "C", "C", "C", "C", "C", "C", "H", "H", "H", "H", "H", "H", "H", "H", "H", "H", "H", "H", "H", "H", "H", "H", "H", "H", "H", "H", "H", "H", "H", "H", "F", "B", "F", "F", "F", "C", "Sb", "C", "C", "H", "H", "H", "H", "H", "H", "H", "H", "H"], "positions_angstrom": [[-0.621, -0.321, 0.805], [2.462, 4.606, 2.867], [1.803, 3.520, 2.523], [1.268, 2.585, 3.412], [0.570, 1.511, 2.921], [0.350, 1.319, 1.607], [0.924, 2.191, 0.764], [0.682, 1.818, -1.085], [1.628, 3.292, 1.147], [2.594, 4.717, 3.818], [1.401, 2.689, 4.481], [0.186, 0.756, 3.591], [2.064, 3.973, 0.430], [-2.659, 1.603, 3.137], [-2.703, 2.425, 1.873], [-2.895, 3.794, 1.927], [-3.034, 4.536, 0.767], [-3.020, 3.907, -0.465], [-2.851, 2.532, -0.571], [-2.815, 1.907, -1.946], [-2.676, 1.802, 0.613], [-2.460, 0.389, 0.557], [-3.300, -0.440, 0.071], [-4.747, -0.112, -0.054], [-2.768, -1.779, -0.231], [-3.660, -2.923, -0.554], [-1.514, -1.909, -0.033], [-0.765, -3.060, -0.417], [-0.102, -3.818, 0.559], [-0.136, -3.453, 2.021], [0.544, -4.981, 0.155], [0.563, -5.364, -1.175], [-0.075, -4.592, -2.133], [-0.736, -3.424, -1.779], [-1.391, -2.561, -2.836], [-2.168, 2.144, 3.945], [-2.169, 0.642, 2.989], [-3.679, 1.396, 3.471], [-2.980, 4.282, 2.890], [-3.154, 5.611, 0.821], [-3.135, 4.487, -1.374], [-2.042, 2.382, -2.552], [-3.756, 2.099, -2.465], [-2.635, 0.833, -1.936], [-4.908, 0.961, -0.067], [-5.288, -0.523, 0.805], [-5.180, -0.560, -0.948], [-4.325, -3.102, 0.297], [-3.100, -3.833, -0.747], [-4.302, -2.704, -1.410], [-0.608, -4.252, 2.596], [-0.669, -2.527, 2.221], [0.878, -3.371, 2.412], [1.042, -5.593, 0.897], [1.094, -6.260, -1.476], [-0.051, -4.889, -3.177], [-0.924, -2.726, -3.803], [-1.335, -1.498, -2.586], [-2.444, -2.826, -2.957], [3.604, -0.561, 0.628], [2.697, -1.267, 1.384], [2.853, -2.606, 1.365], [2.323, -0.687, 2.539], [1.373, -1.066, 0.358], [3.873, 0.724, -2.027], [2.570, -0.935, -1.756], [3.501, -2.842, -1.715], [1.498, -0.927, -3.600], [4.716, 0.346, -2.617], [4.214, 1.097, -1.065], [3.310, 1.475, -2.575], [4.175, -2.841, -2.582], [2.719, -3.594, -1.822], [4.044, -2.980, -0.781], [2.269, -0.683, -4.344], [0.719, -0.166, -3.603], [1.079, -1.910, -3.786]], "forces_ev_per_angstrom": [[-0.2, 0.0, -0.7], [0.1, 0.0, -0.2], [-0.2, -0.1, 0.1], [0.1, 0.1, 0.2], [0.0, 0.1, 0.0], [0.1, -0.1, -0.2], [-0.2, 0.0, 0.2], [0.2, 0.2, -0.1], [0.2, 0.2, -0.2], [-0.1, -0.1, 0.1], [0.0, 0.0, 0.0], [-0.1, 0.0, 0.0], [0.0, 0.0, 0.0], [-0.2, 0.2, -0.1], [-0.1, -0.5, 0.0], [0.0, 0.1, 0.2], [0.0, 0.1, -0.1], [0.1, 0.1, -0.1], [0.3, -0.4, -0.2], [-0.1, 0.3, 0.0], [-0.3, 0.7, 0.6], [1.3, 0.3, 0.1], [-1.3, 0.0, 0.5], [0.0, -0.1, -0.5], [-0.8, -1.1, 0.4], [-0.3, 0.1, -0.3], [0.9, 0.7, 0.2], [0.2, -0.8, -0.2], [-0.4, 0.3, 0.2], [0.2, -0.3, 0.0], [0.2, 0.0, -0.1], [0.1, -0.1, 0.1], [0.1, 0.2, -0.2], [0.0, 0.5, 0.0], [-0.1, -0.3, 0.2], [0.0, 0.0, 0.0], [0.0, 0.0, 0.1], [0.0, 0.0, 0.0], [0.1, 0.0, 0.0], [-0.1, 0.0, 0.0], [0.0, 0.0, 0.0], [0.0, 0.0, 0.0], [0.0, -0.1, 0.0], [0.0, 0.0, -0.1], [0.0, 0.0, 0.0], [0.1, -0.1, 0.0], [0.0, 0.1, 0.0], [0.0, 0.1, 0.0], [0.0, 0.0, 0.0], [0.0, 0.0, 0.0], [-0.1, 0.1, 0.0], [-0.1, 0.0, 0.1], [0.0, 0.1, 0.0], [0.0, 0.0, 0.0], [-0.1, 0.0, 0.1], [0.0, 0.0, 0.0], [0.0, 0.0, -0.1], [0.0, 0.0, -0.1], [0.0, 0.1, -0.1], [0.1, 0.1, -0.4], [0.1, -0.5, 1.2], [0.0, 0.5, -0.2], [0.0, -0.2, -0.5], [0.7, 0.0, -1.1], [-0.2, 0.0, 0.4], [0.8, 0.0, -0.5], [-0.3, 0.0, 0.6], [-0.6, 0.1, 0.5], [-0.1, -0.1, 0.1], [0.0, 0.0, 0.0], [0.0, 0.0, 0.0], [-0.1, 0.2, 0.0], [0.0, 0.0, 0.0], [0.0, 0.0, -0.1], [0.1, 0.0, 0.3], [0.0, 0.0, -0.1], [0.0, 0.0, 0.0]], "lowdin_charge": [1.16, 0.17, -0.27, 0.06, -0.11, -0.15, -0.65, 0.92, 0.01, 0.16, 0.15, 0.13, 0.14, -0.03, -0.21, -0.01, -0.02, -0.01, -0.23, -0.04, -0.22, -0.03, -0.23, 0.05, -0.23, 0.04, -0.03, -0.21, -0.20, -0.01, -0.01, -0.04, -0.03, -0.22, -0.03, 0.09, 0.05, 0.11, 0.13, 0.13, 0.13, 0.07, 0.11, 0.06, 0.10, 0.13, 0.11, 0.13, 0.10, 0.11, 0.11, 0.05, 0.09, 0.14, 0.13, 0.13, 0.08, 0.07, 0.09, 0.13, -1.15, 0.22, 0.24, -0.27, -0.20, 1.76, -0.14, -0.19, 0.06, 0.04, 0.02, 0.07, 0.03, 0.05, 0.06, 0.02, 0.01], "homo_ev": -16.518, "total_charge": 3, "e_above_lowest_kcal_mol": 0.00, "e_lumo_ev": -11.784, "homo_lumo_gap_ha": 0.17400, "largest_force_ev_per_a": 1.39}